Record 1
Computed, not measured: a 2-piece molecular cluster, C2H8N2O2S overall at a distorted geometry, with ωB97M-V with the def2-TZVPD basis set.

```
15
Properties=species:S:1:pos:R:3:lowdin_charge:R:1
C 0.218 1.282 1.520 -0.0676
C 0.933 1.094 0.229 -0.1661
N 0.338 1.574 -0.895 0.0900
N -0.484 -2.847 -0.591 -0.1403
O -0.812 -0.565 -1.774 -0.4639
O -1.630 -0.807 0.564 -0.4599
S -0.575 -1.081 -0.429 0.6237
H -0.554 0.466 1.412 0.0408
H 0.874 0.984 2.359 0.1000
H -0.347 2.215 1.380 0.1044
H 1.945 1.055 0.105 0.0904
H 0.808 1.389 -1.759 0.1108
H -0.664 1.463 -0.967 0.1023
H -0.120 -3.215 0.261 0.0158
H 0.070 -3.009 -1.414 0.0195
```

Computed properties:
- Max |F|: 4.56 eV Å⁻¹
- Energy: -20111.738 eV
- E_HOMO (alpha / beta): -7.8678 / -7.8673 eV
- Multiplicity: 1
- Net charge: 0
- HOMO-LUMO gap (alpha / beta): 0.273 / 0.273 Eh
- ΔE to the lowest compared entry with this formula, charge and spin: 31.44 kcal per mole

Record 2
Computed, not measured: C21H22Br2IrN5O6P2 as an isolated structure at a distorted geometry, with ωB97M-V with the def2-TZVPD basis set.

```
59
Properties=species:S:1:pos:R:3:lowdin_spin:R:1
Ir -0.039 0.174 -0.619 0.0197
N 2.556 -3.982 1.590 0.0002
C 2.157 -3.171 0.361 0.0014
C 2.716 -3.927 -0.855 0.0004
P 0.260 -3.326 0.176 0.0070
O 0.216 -2.704 -2.318 0.0002
O -0.429 -2.391 1.303 0.0295
O -0.046 -2.160 -1.022 0.0009
P 2.912 -1.476 0.374 0.0003
O 3.074 -1.201 1.946 0.0024
O 4.156 -1.408 -0.388 0.0004
O 1.713 -0.682 -0.131 0.0034
H 2.247 -4.957 1.496 0.0001
H 2.182 -3.626 2.482 0.0002
H 3.577 -4.009 1.677 0.0000
H 2.244 -4.907 -0.971 0.0002
H 3.795 -4.050 -0.756 0.0000
H 2.545 -3.362 -1.769 0.0000
H -0.651 -3.052 -2.590 0.0000
H 3.948 -0.861 2.194 0.0001
C -4.061 0.267 -2.216 0.0000
C -2.835 -0.194 -1.722 -0.0001
N -1.914 0.647 -1.272 -0.0004
C -2.181 1.979 -1.298 0.0000
C -3.368 2.527 -1.771 0.0000
C -4.332 1.616 -2.249 0.0001
C -3.508 3.958 -1.733 0.0000
C -2.522 4.744 -1.238 0.0000
C -1.299 4.180 -0.731 0.0000
C -0.228 4.908 -0.176 0.0000
C 0.878 4.235 0.290 0.0000
C 0.947 2.842 0.196 -0.0002
N -0.049 2.144 -0.336 -0.0006
C -1.155 2.798 -0.784 -0.0001
H -4.783 -0.453 -2.573 0.0000
H -2.591 -1.248 -1.692 0.0000
H -5.276 1.976 -2.636 0.0000
H -4.422 4.399 -2.108 0.0000
H -2.642 5.820 -1.214 0.0000
H -0.279 5.988 -0.112 0.0000
H 1.711 4.767 0.728 0.0000
H 1.806 2.284 0.539 0.0000
Br 0.785 0.431 -2.966 -0.0010
C 2.782 0.455 -2.918 0.0001
Br 3.492 1.930 -1.974 0.0002
H 3.023 0.527 -3.973 -0.0001
H 3.095 -0.472 -2.453 0.0000
N 1.215 -3.239 4.171 0.1021
C 0.429 -2.417 3.996 0.0235
C -0.391 -1.396 3.441 0.2280
C -1.385 -0.681 4.042 -0.0194
C -2.046 0.283 3.271 0.3103
C -1.650 0.530 1.927 0.0552
N -0.703 -0.122 1.315 0.1707
C -0.042 -1.215 1.997 0.0415
H -1.654 -0.846 5.077 -0.0050
H -2.857 0.865 3.684 0.0138
H -2.153 1.313 1.372 -0.0007
H 1.030 -1.054 1.920 0.0157
```

Computed properties:
- Max |F|: 1.72 eV Å⁻¹
- Energy: -203346.533 eV
- E_HOMO (alpha / beta): -17.4373 / -17.4724 eV
- Multiplicity: 2
- Net charge: +3
- HOMO-LUMO gap (alpha / beta): 0.308 / 0.238 Eh
- ΔE to the lowest compared entry with this formula, charge and spin: 69.90 kcal per mole

Record 3
Computed, not measured: a 6-piece molecular cluster, C40H43FN6O19S overall at a distorted geometry, with ωB97M-V with the def2-TZVPD basis set.

```
110
Properties=species:S:1:pos:R:3:lowdin_charge:R:1
C 3.464 6.779 0.309 -0.0843
C 2.804 5.471 1.025 -0.2584
O 2.817 4.395 0.060 -0.1982
C 1.868 3.349 0.411 -0.1625
C 0.352 3.809 0.148 -0.1651
O -0.487 2.748 -0.432 -0.1503
C -1.753 3.395 -0.699 -0.1426
C -3.052 2.535 -0.293 -0.3344
C -4.094 3.522 0.420 -0.1723
O -4.630 4.522 -0.486 -0.1921
C -5.952 4.955 -0.068 -0.2233
C -5.984 5.472 1.480 -0.0945
O -2.791 1.299 0.403 0.0215
C -2.409 1.500 1.757 -0.3297
O -1.202 1.447 2.124 0.1399
O -3.358 1.711 2.839 -0.0156
N -2.952 2.810 3.594 0.0083
O -2.506 2.424 4.630 0.1286
S -3.868 2.031 -1.934 0.8857
O -3.097 0.863 -2.509 -0.3072
O -5.324 1.656 -1.707 -0.3068
F -3.885 3.272 -3.058 -0.1904
H 4.606 6.717 0.303 0.0746
H 3.141 6.796 -0.802 0.0825
H 3.091 7.763 0.767 0.0768
H 3.388 5.217 1.988 0.1256
H 1.760 5.805 1.363 0.1151
H 2.080 2.384 -0.169 0.1389
H 2.021 3.141 1.543 0.1333
H 0.380 4.643 -0.655 0.1492
H -0.062 4.189 1.158 0.1359
H -1.826 4.394 -0.115 0.1392
H -1.728 3.715 -1.815 0.1560
H -4.943 2.925 0.904 0.1486
H -3.523 4.115 1.240 0.1457
H -6.765 4.151 -0.265 0.1389
H -6.264 5.877 -0.694 0.1336
H -6.048 4.567 2.195 0.0761
H -5.079 6.150 1.711 0.0921
H -6.943 6.085 1.667 0.0857
O 4.583 1.935 2.202 0.0586
N 5.568 1.744 1.492 -0.3154
O 6.565 2.462 1.473 0.0626
C 5.549 0.581 0.602 -0.1435
C 4.422 -0.239 0.565 -0.0030
C 4.399 -1.329 -0.299 -0.0621
C 5.496 -1.596 -1.114 -0.0656
C 6.623 -0.779 -1.064 -0.0627
C 6.654 0.314 -0.205 0.0003
H 3.561 -0.042 1.194 0.1181
H 3.525 -1.969 -0.341 0.1099
H 5.473 -2.444 -1.791 0.1108
H 7.476 -0.994 -1.699 0.1100
H 7.537 0.944 -0.179 0.1193
O -3.532 -6.370 1.096 0.0703
N -2.928 -5.318 1.260 -0.3390
O -2.041 -5.148 2.092 0.0532
C -3.288 -4.183 0.407 -0.1450
C -4.314 -4.322 -0.526 -0.0024
C -4.669 -3.233 -1.316 -0.0672
C -3.998 -2.021 -1.177 -0.0576
C -2.967 -1.893 -0.251 -0.0489
C -2.608 -2.975 0.547 0.0088
H -4.845 -5.260 -0.645 0.1200
H -5.471 -3.328 -2.041 0.1132
H -4.277 -1.170 -1.791 0.0887
H -2.446 -0.947 -0.150 0.0935
H -1.804 -2.860 1.266 0.1204
O -4.106 -6.207 -8.734 0.0725
N -3.798 -6.330 -7.556 -0.3466
O -3.634 -7.403 -6.991 0.0701
C -3.617 -5.108 -6.767 -0.1454
C -3.830 -3.866 -7.363 -0.0011
C -3.680 -2.710 -6.603 -0.0639
C -3.317 -2.799 -5.262 -0.0667
C -3.095 -4.042 -4.676 -0.0674
C -3.245 -5.204 -5.427 -0.0002
H -4.114 -3.783 -8.406 0.1193
H -3.850 -1.738 -7.055 0.1092
H -3.207 -1.895 -4.670 0.1049
H -2.809 -4.105 -3.631 0.1005
H -3.073 -6.166 -4.957 0.1175
O 4.725 7.240 6.389 0.0665
N 4.642 6.177 6.990 -0.3481
O 4.205 6.057 8.127 0.0683
C 5.101 4.967 6.303 -0.1488
C 5.640 5.066 5.021 0.0006
C 6.097 3.918 4.382 -0.0691
C 6.011 2.684 5.021 -0.0751
C 5.462 2.589 6.297 -0.0640
C 5.005 3.733 6.945 -0.0050
H 5.714 6.021 4.512 0.1177
H 6.524 3.983 3.388 0.0904
H 6.375 1.791 4.521 0.1053
H 5.395 1.624 6.788 0.1077
H 4.583 3.647 7.940 0.1176
O 3.929 -6.784 -0.141 0.0656
N 3.353 -7.393 -1.034 -0.3479
O 3.910 -7.893 -2.001 0.0703
C 1.897 -7.528 -0.938 -0.1474
C 1.220 -6.941 0.130 0.0057
C -0.165 -7.051 0.204 -0.0561
C -0.862 -7.746 -0.780 -0.0653
C -0.180 -8.340 -1.839 -0.0652
C 1.205 -8.232 -1.922 -0.0035
H 1.751 -6.397 0.903 0.1197
H -0.703 -6.592 1.027 0.0792
H -1.944 -7.825 -0.722 0.1018
H -0.728 -8.883 -2.601 0.1084
H 1.724 -8.696 -2.754 0.1189
```

Computed properties:
- Max |F|: 7.13 eV Å⁻¹
- Energy: -103550.100 eV
- E_HOMO: -9.8920 eV
- Multiplicity: 1
- Net charge: 0
- HOMO-LUMO gap: 0.299 Eh

Record 4
Computed, not measured: one molecule with the formula C2H2N4O2 at a distorted geometry, with ωB97M-V with the def2-TZVPD basis set.

```
10
Properties=species:S:1:pos:R:3:lowdin_charge:R:1
H -2.924 -0.924 0.567 0.0685
N -2.488 -0.026 0.529 0.1925
C -1.346 -0.030 0.163 -0.5312
N -0.543 -1.203 -0.412 0.1460
N 0.675 -1.238 -0.347 0.1114
C 1.354 -0.074 0.018 -0.3650
O 2.509 -0.050 0.591 0.0724
O 0.760 1.248 -0.290 0.0348
N -0.798 1.042 -0.331 0.1336
H -1.192 1.931 -0.137 0.1370
```

Computed properties:
- Max |F|: 7.95 eV Å⁻¹
- Energy: -12156.414 eV
- E_HOMO: -10.1712 eV
- Multiplicity: 1
- Net charge: 0
- HOMO-LUMO gap: 0.314 Eh
- ΔE to the lowest compared entry with this formula, charge and spin: 146.04 kcal per mole

Record 5
Computed, not measured: C12H6Cl3FIrN19 as an isolated structure, with ωB97M-V with the def2-TZVPD basis set.

```
42
Properties=species:S:1:pos:R:3:lowdin_charge:R:1
Ir 0.132 -0.151 0.033 1.2926
N 0.295 -0.386 3.502 0.1334
C -0.975 -0.391 2.962 -0.4975
N -2.073 -0.516 3.688 -0.0014
N -3.069 -0.515 2.774 -0.1283
N -2.594 -0.421 1.582 -0.0839
N -1.248 -0.321 1.667 -0.1319
C 1.468 -0.198 2.803 -0.4875
N 2.637 -0.086 3.407 0.0061
N 3.525 0.021 2.395 -0.1113
N 2.927 0.007 1.260 -0.0592
N 1.602 -0.164 1.479 -0.1418
H 0.356 -0.244 4.494 0.1251
N -1.654 2.273 -1.554 0.1316
C -0.836 2.661 -0.510 -0.4826
N -0.749 3.906 -0.084 0.0128
N 0.165 3.851 0.911 -0.1073
N 0.574 2.649 1.096 -0.0490
N -0.022 1.860 0.174 -0.1454
C -1.981 0.968 -1.860 -0.4871
N -2.898 0.626 -2.749 0.0176
N -2.863 -0.723 -2.752 -0.1044
N -1.948 -1.156 -1.958 -0.0686
N -1.393 -0.098 -1.337 -0.1363
H -2.268 2.980 -1.916 0.1305
Cl 0.796 -5.335 -1.658 0.5870
C -0.528 -4.573 -0.742 -1.5915
Cl -2.003 -4.570 -1.696 0.6239
Cl -0.778 -5.460 0.781 0.5960
C -0.146 -3.207 -0.423 -0.3020
N 0.143 -2.127 -0.192 0.0690
F 4.052 0.144 -4.796 -0.0036
C 3.199 0.105 -3.723 -0.3080
C 2.145 0.987 -3.671 -0.0375
C 1.284 0.930 -2.577 -0.1076
C 1.448 0.015 -1.535 -0.3077
C 2.550 -0.845 -1.642 -0.1486
C 3.425 -0.814 -2.721 -0.0444
H 1.998 1.703 -4.470 0.1045
H 0.461 1.635 -2.551 0.0729
H 2.761 -1.540 -0.838 0.0688
H 4.277 -1.480 -2.782 0.1023
```

Computed properties:
- Max |F|: 0.49 eV Å⁻¹
- Energy: -83977.762 eV
- E_HOMO: -2.6788 eV
- Multiplicity: 1
- Net charge: -2
- HOMO-LUMO gap: 0.237 Eh
- ΔE to the lowest compared entry with this formula, charge and spin: 3.52 kcal per mole

Record 6
Computed, not measured: one molecule with the formula C3H4O2 at a distorted geometry, with ωB97M-V with the def2-TZVPD basis set.

```
9
Properties=species:S:1:pos:R:3:lowdin_charge:R:1
C -0.865 0.864 -1.056 -0.0545
C -0.808 -0.298 0.031 -0.1621
C 0.488 -0.471 0.919 -0.2428
O 0.304 1.213 -1.406 0.0091
O 1.570 -0.226 0.450 0.0020
H -1.711 -0.558 0.682 0.1208
H -0.491 -0.968 -0.706 0.0746
H 0.363 -0.448 2.105 0.1454
H 1.150 0.892 -1.016 0.1076
```

Computed properties:
- Max |F|: 3.72 eV Å⁻¹
- Energy: -7266.801 eV
- E_HOMO: -8.6251 eV
- Multiplicity: 1
- Net charge: 0
- HOMO-LUMO gap: 0.333 Eh
- ΔE to the lowest compared entry with this formula, charge and spin: 89.59 kcal per mole

Record 7
Computed, not measured: a 2-piece molecular cluster, C2H5NOS overall at a distorted geometry, with ωB97M-V with the def2-TZVPD basis set.

```
10
Properties=species:S:1:pos:R:3:lowdin_charge:R:1
C -0.237 -1.600 0.738 -0.0642
C -0.848 -0.504 1.212 -0.0860
N 0.332 0.720 -1.546 -0.2834
O 1.584 2.828 -1.332 -0.5182
S 1.377 1.517 -0.757 0.8619
H 0.213 -1.484 -0.169 -0.0274
H -0.117 -2.596 1.268 0.0762
H -1.292 -0.459 2.206 0.0461
H -0.954 0.397 0.745 -0.0254
H -0.059 1.182 -2.366 0.0204
```

Computed properties:
- Max |F|: 3.74 eV Å⁻¹
- Energy: -16525.573 eV
- E_HOMO: -10.0789 eV
- Multiplicity: 1
- Net charge: 0
- HOMO-LUMO gap: 0.340 Eh
- ΔE to the lowest compared entry with this formula, charge and spin: 64.75 kcal per mole

Record 8
Computed, not measured: C21H27F6GeSi as an isolated structure at a distorted geometry, with ωB97M-V with the def2-TZVPD basis set.

```
56
Properties=species:S:1:pos:R:3:lowdin_charge:R:1
C -2.790 -1.503 -2.878 -0.1651
Si -0.949 -1.630 -2.481 0.8372
C 0.120 -0.553 -3.602 -0.1577
H -0.384 0.009 -0.269 0.0695
C -0.374 -3.345 -2.199 -0.3715
Ge 0.722 -3.533 -0.577 0.7460
C 1.618 -5.280 -0.639 -0.2109
C 2.096 -2.126 -0.569 -0.2139
C -0.502 -3.547 0.966 -0.2188
H -2.892 -1.913 -3.901 0.0671
H -3.338 -2.124 -2.126 0.0536
H -3.141 -0.446 -2.831 0.0511
H 0.262 -1.250 -4.439 0.0534
H -0.431 0.361 -3.928 0.0596
H 1.103 -0.246 -3.190 0.0512
H -1.318 -3.933 -2.103 0.0602
H 0.209 -3.569 -3.131 0.0750
H 2.256 -5.375 0.260 0.0378
H 0.872 -6.092 -0.643 0.0323
H 2.255 -5.356 -1.536 0.0315
H 2.700 -2.234 0.351 0.0361
H 2.777 -2.255 -1.431 0.0414
H 1.710 -1.101 -0.610 0.0003
H 0.095 -3.500 1.891 0.0358
H -1.228 -2.722 0.969 0.0134
H -1.074 -4.493 0.974 0.0411
F 4.916 1.064 3.479 0.1169
C 3.845 0.447 4.084 -0.5016
F 4.231 -0.834 4.368 0.1184
F 3.666 1.072 5.294 0.1232
C 2.629 0.546 3.198 -0.1145
C 1.997 -0.587 2.725 -0.0045
C 0.883 -0.476 1.906 -0.0581
C 0.410 0.752 1.464 -0.1912
C -0.753 0.698 0.493 -0.0986
C -1.270 2.052 0.065 -0.2060
C -0.407 3.114 -0.252 -0.0415
C -0.914 4.385 -0.479 0.0121
C -2.293 4.599 -0.428 -0.1208
C -2.818 5.993 -0.549 -0.5147
F -4.162 6.090 -0.344 0.1241
F -2.228 6.860 0.337 0.1243
F -2.553 6.484 -1.807 0.1180
C -3.174 3.542 -0.251 0.0080
C -2.652 2.274 0.005 -0.0190
C 0.987 1.879 2.045 -0.0100
C 2.110 1.795 2.860 0.0199
H 2.366 -1.573 3.008 0.1268
H 0.392 -1.390 1.575 0.0636
H -1.606 0.106 0.854 0.1249
H 0.672 2.941 -0.321 0.1269
H -0.250 5.217 -0.675 0.1329
H -4.253 3.709 -0.229 0.1301
H -3.329 1.438 0.145 0.1120
H 0.600 2.876 1.846 0.1109
H 2.583 2.683 3.254 0.1319
```

Computed properties:
- Max |F|: 2.60 eV Å⁻¹
- Energy: -102907.565 eV
- E_HOMO: -12.2153 eV
- Multiplicity: 1
- Net charge: +1
- HOMO-LUMO gap: 0.239 Eh
- ΔE to the lowest compared entry with this formula, charge and spin: 0.00 kcal per mole